# 1
A structure of composition C30H34N7O3PS2Ta at a distorted geometry. Source: the Open Molecules 2025 dataset; level of theory: ωB97M-V/def2-TZVPD.

Each line ends with the Löwdin charge.
Cartesian coordinates (Å):
C  4.44  0.58  0.39  -0.02
C  3.19  -1.73  -0.44  -0.36
H  -1.55  0.76  -3.33  0.06
H  4.90  1.50  0.72  0.13
C  -0.95  -0.03  -3.77  -0.23
N  -1.73  -1.96  -0.93  -0.04
C  -0.88  4.75  0.29  -0.24
N  2.59  -2.87  -0.89  0.17
H  -4.72  -0.52  3.43  0.10
H  1.83  -3.11  1.86  0.14
C  1.38  -1.69  -3.68  -0.23
C  -3.12  0.31  1.04  -0.89
C  0.95  6.25  -0.14  -0.02
C  -3.50  -3.91  -1.81  0.03
C  1.47  1.05  4.10  0.00
H  -2.23  -5.27  -0.69  0.15
H  1.35  7.25  -0.16  0.13
C  -0.06  3.65  -0.06  -0.09
C  3.09  0.47  0.31  -0.15
C  1.77  5.17  -0.52  -0.05
H  1.97  -2.26  4.58  0.14
C  -3.69  -2.57  -2.14  0.00
C  -5.04  -0.77  2.42  -0.44
H  -0.62  0.28  -4.76  0.08
N  0.10  -2.37  0.89  -0.17
H  -6.33  0.96  2.36  0.10
H  3.18  -3.67  -1.03  0.13
H  2.31  -0.07  5.73  0.14
N  0.75  -0.22  2.22  0.00
H  1.82  1.15  -4.11  0.08
H  0.35  -3.34  2.74  0.15
C  -2.78  -1.63  -1.68  -0.17
Ta  0.05  -0.57  -0.03  1.87
C  4.60  -1.68  -0.38  0.02
C  1.12  -1.35  2.84  -0.24
S  -3.56  -1.29  1.49  1.00
C  1.69  -1.33  4.11  0.03
H  -0.99  6.87  0.53  0.14
C  -5.64  0.42  1.71  -0.45
H  1.89  3.06  -0.76  0.09
H  2.45  1.31  0.57  0.08
C  -2.42  -4.25  -1.01  0.06
H  -5.73  -1.61  2.46  0.10
C  1.27  3.90  -0.47  -0.04
H  -4.53  -2.26  -2.73  0.14
H  1.37  -1.42  -4.73  0.07
H  1.06  2.00  -2.74  0.05
H  5.16  -2.56  -0.64  0.13
C  -0.53  2.30  0.02  -0.36
O  0.28  1.27  -0.28  -0.32
H  0.87  -2.65  -3.56  0.05
P  0.53  -0.37  -2.76  0.79
H  -4.20  -4.66  -2.16  0.14
C  -1.57  -3.25  -0.58  -0.21
H  2.51  1.01  -2.48  0.05
C  -0.35  6.04  0.24  0.03
C  -0.49  -3.53  0.40  -0.47
C  0.92  0.96  2.84  -0.09
H  -2.43  3.70  0.68  0.05
S  -4.28  1.56  1.28  1.07
H  2.41  -1.79  -3.34  0.04
C  5.22  -0.53  0.04  0.00
H  -1.55  -0.94  -3.87  0.04
H  0.59  1.84  2.31  0.12
O  -0.19  -4.64  0.74  0.17
N  2.44  -0.65  -0.11  -0.02
H  -6.15  0.15  0.79  0.09
C  0.88  -2.63  2.10  -0.13
H  1.58  2.02  4.57  0.13
H  2.79  5.35  -0.84  0.12
C  1.58  1.09  -3.04  -0.22
N  -1.71  1.96  0.42  0.02
N  -1.91  0.60  0.56  -0.18
H  -2.90  -0.58  -1.92  0.11
C  1.87  -0.12  4.74  0.02
H  6.30  -0.48  0.09  0.14
O  -2.15  4.63  0.66  0.11
H  1.63  -3.07  -0.68  0.06

HOMO = -15.47 eV
Orbital gap = 5.35 eV
Net charge = +3
Strongest force on any atom = 1.740 eV/A

# 2
A structure of composition C30H26ClF3IrO2SbSe3Te at a distorted geometry. Source: the Open Molecules 2025 dataset; level of theory: ωB97M-V/def2-TZVPD.

Each line ends with the Mulliken spin population.
Cartesian coordinates (Å):
C  -4.05  5.28  -1.22  0.00
H  0.02  -2.88  4.25  0.00
C  -0.47  -3.60  -1.59  0.00
O  -2.34  3.24  1.15  0.01
C  1.25  0.57  -1.74  0.00
F  6.41  -2.84  1.38  0.00
H  -2.62  -0.27  4.02  0.00
C  2.05  1.61  -1.26  0.00
H  -3.39  2.61  -3.20  0.00
H  1.74  -1.84  -3.46  0.00
C  2.68  -1.66  0.07  0.00
Se  -2.02  4.59  3.83  -0.02
C  0.36  -1.99  3.72  0.00
H  -3.54  5.48  0.83  0.00
H  2.94  -0.01  1.44  0.00
C  4.65  -1.29  1.45  0.00
C  3.27  -2.84  -0.40  0.00
C  -2.26  1.47  -1.13  0.00
H  4.97  -4.17  -0.29  0.00
C  -4.00  4.46  -2.37  0.00
C  -0.70  -4.66  -2.46  0.00
Se  -0.92  2.54  3.88  0.16
C  -3.42  3.24  -2.32  0.00
C  0.81  -3.66  -4.06  0.00
H  -0.98  -3.58  -0.64  0.00
Sb  0.67  -1.03  -0.43  0.00
H  -2.02  -1.69  4.92  0.00
C  1.04  -2.61  -3.17  0.00
C  -0.84  -1.19  3.19  0.01
C  -0.06  -4.66  -3.68  0.00
Se  -1.79  5.37  5.94  0.20
H  2.75  -3.45  -1.12  0.00
H  -1.36  -5.48  -2.20  0.00
O  -1.66  0.89  -0.22  0.00
H  -1.03  -2.61  1.55  0.00
H  0.95  -1.38  4.41  0.00
F  -0.29  -5.68  -4.54  0.00
C  5.19  -2.45  0.96  0.00
Cl  -4.70  5.04  -3.87  0.00
H  -1.21  -0.12  5.06  0.02
H  -2.38  -1.48  1.69  0.00
H  0.51  1.94  -4.78  0.00
Te  -0.51  2.75  6.88  0.64
H  0.72  0.19  2.57  -0.01
Ir  -1.33  1.54  1.77  0.02
C  -1.67  -2.08  2.25  0.00
H  1.29  -3.71  -5.02  0.00
H  1.01  -2.31  2.90  0.00
C  1.76  2.81  -3.29  0.00
C  0.41  -2.56  -1.93  0.00
C  0.67  0.71  -3.00  0.00
C  0.93  1.82  -3.79  0.00
H  2.93  3.54  -1.66  0.00
H  -4.52  6.26  -1.28  0.00
H  0.01  -0.06  -3.38  0.00
H  -2.38  0.91  -2.06  0.00
C  4.52  -3.24  0.05  0.00
C  2.32  2.73  -2.03  0.00
C  -0.37  0.06  2.46  0.00
C  -1.73  -0.78  4.37  -0.03
H  5.20  -0.70  2.18  0.00
H  2.48  1.55  -0.26  0.00
C  -3.50  4.86  -0.05  0.00
C  -2.83  2.77  -1.12  0.00
C  3.39  -0.91  1.02  0.00
F  2.03  3.89  -4.05  0.00
H  -2.22  -2.83  2.84  0.00
C  -2.85  3.59  0.05  0.01

2S+1 = 2
HOMO (spin up / spin down) = -3.62 / -3.76 eV
⟨S²⟩ = 0.766
Orbital gap (spin up / spin down) = 4.16 / 4.42 eV
Net charge = -1
Strongest force on any atom = 1.512 eV/A

# 3
A structure of composition C24H45N4O2PdSbSi3. Source: the Open Molecules 2025 dataset; level of theory: ωB97M-V/def2-TZVPD.

Each line ends with the natural charge from an NBO analysis.
Cartesian coordinates (Å):
H  2.88  -1.15  -1.08  0.38
H  -2.62  1.85  2.18  0.24
N  2.91  -0.87  1.07  -0.50
C  1.22  -4.00  -0.85  -1.13
H  1.10  -1.54  -2.25  0.38
O  -1.95  -2.88  -0.55  -0.77
H  1.66  3.17  1.22  0.23
O  -0.94  -1.44  -1.95  -0.81
H  -3.04  3.53  1.85  0.21
H  1.94  -3.40  -1.42  0.23
C  3.30  -0.16  3.71  -0.16
C  -1.06  1.80  -0.56  -1.42
C  0.68  -1.69  1.43  -1.17
C  2.36  1.70  -1.73  0.06
H  -0.70  -0.49  4.78  0.19
H  1.36  -0.99  4.03  0.22
C  -0.77  4.75  0.27  -1.14
N  3.11  -1.27  -2.06  -0.72
C  1.13  2.46  -3.60  -0.17
H  -3.89  3.69  -0.29  0.22
C  -2.23  2.86  2.11  -1.14
Si  0.94  -3.48  0.93  1.77
H  -0.97  2.62  -3.28  0.21
H  2.41  -3.89  2.93  0.22
H  3.28  1.38  -1.25  0.20
H  5.22  0.59  3.03  0.19
C  -2.50  -2.96  -2.87  -0.73
C  0.05  1.93  -1.50  0.36
Si  -0.80  2.94  0.87  1.77
N  1.90  -1.33  -2.85  -0.71
Sb  -1.26  -1.28  2.16  0.75
H  -2.83  1.70  -3.74  0.20
H  -1.78  -3.44  -3.54  0.21
H  -0.15  -5.67  1.29  0.21
H  -1.71  5.04  -0.20  0.22
H  2.62  -5.15  1.70  0.21
H  -1.86  0.62  4.03  0.20
C  1.91  -1.09  1.96  0.23
H  0.03  4.88  -0.47  0.22
H  0.26  -3.97  -1.38  0.25
H  1.07  2.80  -4.63  0.19
H  -4.75  3.06  -1.70  0.21
C  2.50  -4.07  1.85  -1.13
C  -0.02  2.36  -2.85  -0.32
C  -0.91  0.09  3.87  -1.07
Si  -2.78  1.59  -1.21  1.76
H  1.57  -5.03  -0.84  0.20
H  -0.57  5.44  1.10  0.21
H  1.74  -0.40  -3.21  0.34
C  -1.74  -2.37  -1.67  0.78
H  3.29  2.19  -3.60  0.20
Pd  -0.14  -0.05  0.27  0.42
H  3.54  -2.19  -2.13  0.32
H  -1.86  3.14  3.11  0.22
H  0.75  3.44  2.72  0.20
N  1.27  1.59  -0.99  -0.54
C  4.29  0.11  2.77  -0.34
C  -3.76  3.23  -1.27  -1.13
H  1.05  1.79  2.12  0.25
C  2.13  -0.76  3.31  -0.29
H  -3.24  -3.69  -2.54  0.19
H  -1.35  -4.39  1.05  0.28
C  -0.41  -4.64  1.55  -1.14
H  -0.55  -4.57  2.63  0.22
C  -2.89  0.92  -2.97  -1.14
H  -3.23  3.95  -1.91  0.21
H  -3.87  0.43  -3.07  0.22
C  0.82  2.81  1.82  -1.13
H  -3.39  -0.60  -0.27  0.27
H  -0.12  0.82  3.71  0.21
C  -3.83  0.40  -0.19  -1.13
H  -3.88  0.65  0.86  0.22
H  -4.85  0.37  -0.60  0.20
H  -2.98  -2.16  -3.43  0.20
H  3.40  -3.57  1.50  0.23
H  -2.11  0.18  -3.14  0.28
H  3.45  0.11  4.75  0.19
C  4.03  -0.30  1.47  0.05
H  4.78  -0.14  0.69  0.17
C  2.37  2.14  -3.04  -0.33

HOMO = -1.08 eV
Orbital gap = 5.97 eV
Net charge = -2
Strongest force on any atom = 0.248 eV/A

# 4
A cluster of 2 separate species, C7H9N5S in total at a distorted geometry. Source: the Open Molecules 2025 dataset; level of theory: ωB97M-V/def2-TZVPD.

Each line ends with the Mulliken spin population.
Cartesian coordinates (Å):
S  2.02  -1.25  1.31  0.06
H  -2.05  1.55  0.89  0.01
H  -4.67  -1.30  0.13  0.00
C  -3.58  -1.25  0.15  0.06
H  -0.10  1.80  -0.77  0.00
C  0.30  0.80  0.91  0.33
N  -3.02  -2.37  -0.23  0.02
N  -0.19  1.85  0.25  0.18
C  1.38  0.07  0.38  -0.02
H  3.97  -2.41  0.12  0.01
C  3.09  -0.83  -1.03  -0.10
H  -1.30  2.96  1.38  0.00
H  0.22  0.61  1.91  0.03
H  1.58  0.94  -1.49  0.03
C  2.00  0.15  -0.90  0.36
N  -1.63  -2.11  -0.19  0.01
N  -1.51  2.31  0.65  0.01
H  -0.88  -2.77  -0.10  -0.01
H  3.82  -1.00  -1.90  0.00
C  3.17  -1.64  0.09  0.20
N  -2.67  -0.28  0.48  -0.03
C  -1.45  -0.84  0.34  0.87

2S+1 = 3
HOMO (spin up / spin down) = -6.10 / -8.76 eV
⟨S²⟩ = 2.034
Orbital gap (spin up / spin down) = 6.82 / 6.40 eV
Strongest force on any atom = 5.420 eV/A

The lowest strongest force on any atom belongs to which entry? C24H45N4O2PdSbSi3